{"formula": "C3H7N3O", "method": "ωB97M-V/def2-TZVPD", "symbols": ["C", "C", "N", "N", "C", "O", "N", "H", "H", "H", "H", "H", "H", "H"], "positions_angstrom": [[-0.006, -1.046, -0.383], [0.579, 0.196, 0.115], [1.076, 1.508, 0.367], [-2.030, 0.425, -0.028], [-0.771, 0.161, -0.722], [-0.426, -2.213, 0.228], [1.612, -0.711, -0.248], [0.331, -2.592, 0.703], [2.069, 1.532, 0.582], [0.624, 1.925, 1.177], [1.909, -0.441, -1.186], [-1.899, 1.148, 0.676], [-2.334, -0.413, 0.466], [-0.734, 0.521, -1.749]], "mulliken_charge": [0.404, 0.233, -0.534, -0.601, -0.242, -0.526, -0.668, 0.348, 0.264, 0.237, 0.220, 0.242, 0.300, 0.322], "gap_ev": 8.1, "lumo_ev": 0.6354, "smiles": "N[C@H]1[C@@]2(N)N[C@]12O", "de_lowest_kj_mol": 618.01, "largest_force_ev_per_a": 4.71}

{"formula": "C3H7N3O", "method": "ωB97M-V/def2-TZVPD", "symbols": ["C", "N", "N", "C", "N", "C", "O", "H", "H", "H", "H", "H", "H", "H"], "positions_angstrom": [[-0.820, -0.444, 1.135], [-1.453, -0.125, 0.027], [-0.967, -0.409, -1.172], [1.357, 0.505, -0.618], [1.625, 0.169, -1.897], [1.352, 0.794, 0.567], [-1.342, 0.040, 2.302], [-1.084, -0.518, 3.043], [-2.159, 0.602, 0.158], [-1.497, 0.137, -1.850], [-0.126, -1.272, 1.136], [0.910, -0.415, -2.317], [2.570, -0.143, -2.063], [1.633, 1.080, 1.547]], "mulliken_charge": [-0.180, 0.254, -0.864, 0.393, -0.523, -0.702, -0.506, 0.353, 0.256, 0.153, 0.452, 0.278, 0.236, 0.402], "gap_ev": [7.8, 7.8], "lumo_ev": [0.6091, 0.6091], "de_lowest_kj_mol": 554.51, "largest_force_ev_per_a": 1.59}

{"formula": "C3H7N3O2", "method": "ωB97M-V/def2-TZVPD", "symbols": ["C", "N", "C", "C", "N", "O", "N", "O", "H", "H", "H", "H", "H", "H", "H"], "positions_angstrom": [[1.964, 0.849, 0.247], [-0.083, -0.879, 1.379], [-0.446, -0.537, 0.088], [1.227, -0.383, -0.204], [-2.132, 0.717, -0.736], [-0.987, -1.498, -0.779], [-1.009, 0.717, -0.097], [1.721, -1.281, -0.824], [-1.058, -2.314, -0.269], [-0.541, -0.257, 2.042], [-2.628, -0.159, -0.908], [-2.528, 1.617, -0.970], [1.326, 1.517, 0.818], [2.815, 0.533, 0.851], [2.359, 1.358, -0.636]], "mulliken_charge": [-1.037, -0.858, 1.200, 0.440, -0.368, -0.558, -0.252, -0.495, 0.358, 0.220, 0.239, 0.218, 0.303, 0.305, 0.285], "gap_ev": [6.9, 8.6], "lumo_ev": [-0.9333, 0.1424], "de_lowest_kj_mol": 530.71, "largest_force_ev_per_a": 1.12}

{"formula": "C3H7N3O2", "method": "ωB97M-V/def2-TZVPD", "symbols": ["C", "C", "N", "N", "C", "O", "N", "O", "H", "H", "H", "H", "H", "H", "H"], "positions_angstrom": [[0.542, 0.922, -0.383], [-1.191, -0.153, 0.859], [-0.240, 2.076, -0.641], [-1.462, -1.198, 1.626], [1.134, -1.012, -1.624], [0.485, 0.137, -1.594], [0.118, 0.148, 0.815], [1.790, -1.498, -0.749], [1.592, 1.197, -0.215], [-1.205, 1.792, -0.788], [-0.204, 2.711, 0.145], [-2.420, -1.451, 1.800], [-0.752, -1.721, 2.144], [0.815, -0.483, 1.225], [0.997, -1.466, -2.620]], "mulliken_charge": [0.015, -0.600, -0.578, -0.153, 0.095, -0.272, -0.109, -0.494, 0.382, 0.326, 0.290, 0.256, 0.176, 0.292, 0.375], "gap_ev": 9.6, "lumo_ev": 0.9997, "de_lowest_kj_mol": 239.26, "largest_force_ev_per_a": 1.37}

{"formula": "C3H7N3O2", "method": "ωB97M-V/def2-TZVPD", "symbols": ["C", "C", "O", "O", "H", "H", "H", "H", "C", "N", "N", "N", "H", "H", "H"], "positions_angstrom": [[2.046, 0.378, 0.121], [0.890, -0.493, -0.284], [0.733, -1.562, 0.541], [0.475, -0.520, -1.473], [1.439, -2.160, 0.829], [2.952, 0.054, -0.393], [2.200, 0.352, 1.202], [1.826, 1.409, -0.167], [-1.905, 0.290, -0.911], [-1.223, 0.380, 0.414], [-1.266, 1.397, 1.102], [-2.780, -0.609, -1.107], [-0.875, 1.222, 2.043], [-2.818, -1.244, -0.309], [-1.694, 1.108, -1.608]], "mulliken_charge": [-1.104, 0.937, -0.540, -0.596, 0.350, 0.348, 0.347, 0.293, 0.100, 0.251, -0.752, -0.544, 0.253, 0.273, 0.383], "gap_ev": 9.3, "lumo_ev": 0.0678, "smiles": "[H]/N=C\\N=N\\[H].CC(=O)O", "de_lowest_kj_mol": 448.97, "largest_force_ev_per_a": 5.31}

{"formula": "C3H7N3O2", "method": "ωB97M-V/def2-TZVPD", "symbols": ["C", "N", "C", "C", "N", "O", "N", "O", "H", "H", "H", "H", "H", "H", "H"], "positions_angstrom": [[1.745, -1.175, 1.233], [-1.284, 1.159, -0.564], [-0.862, -0.105, -1.025], [0.596, 0.009, -0.492], [-2.605, 1.365, -0.116], [0.582, -0.516, 0.760], [1.545, 0.362, -1.236], [-1.562, -1.079, -1.112], [-0.716, 2.000, -0.545], [-2.767, 0.785, 0.708], [-3.258, 1.042, -0.843], [2.483, 0.196, -0.877], [2.006, -2.013, 0.579], [2.596, -0.490, 1.301], [1.501, -1.539, 2.229]], "mulliken_charge": [-0.786, 0.048, 0.358, 0.619, -0.723, -0.279, -0.653, -0.550, 0.284, 0.255, 0.270, 0.260, 0.349, 0.314, 0.234], "gap_ev": 10.3, "lumo_ev": 0.7495, "smiles": "[H]/N=C(\\OC)C(=O)NN", "de_lowest_kj_mol": 354.10, "largest_force_ev_per_a": 4.87}

{"formula": "C3H7N3O3", "method": "ωB97M-V/def2-TZVPD", "symbols": ["C", "C", "C", "N", "N", "N", "O", "O", "O", "H", "H", "H", "H", "H", "H", "H"], "positions_angstrom": [[-0.089, 0.327, -0.453], [-0.323, -0.517, 0.577], [-1.330, 1.154, -0.858], [-2.490, 1.127, -0.214], [1.116, 0.512, -0.978], [0.233, -1.520, 1.434], [-1.278, 1.847, -1.918], [-2.178, -0.784, 0.794], [-2.730, 0.421, 0.914], [-3.316, 1.739, -0.471], [-0.300, 1.874, -2.314], [1.869, -0.207, -1.048], [1.257, 1.402, -1.479], [-0.454, -2.294, 1.345], [0.326, -1.234, 2.526], [1.168, -1.803, 0.939]], "mulliken_charge": [1.031, -0.278, 0.280, -0.051, -0.493, -0.210, -0.409, -0.313, -0.028, 0.351, 0.383, 0.242, 0.192, 0.424, 0.446, 0.434], "gap_ev": 8.9, "lumo_ev": -9.4758, "total_charge": 2, "largest_force_ev_per_a": 5.54}

{"formula": "C3H7N3O4", "method": "ωB97M-V/def2-TZVPD", "symbols": ["C", "C", "C", "H", "H", "H", "H", "H", "H", "H", "N", "N", "N", "O", "O", "O", "O"], "positions_angstrom": [[-1.050, -0.592, 0.756], [0.321, -1.201, 0.547], [-1.637, -0.192, -0.615], [-1.297, 0.200, 2.617], [-0.427, 1.200, 1.593], [-1.667, -1.408, 1.068], [0.217, -2.017, -0.196], [0.745, -1.582, 1.482], [3.115, -0.049, -0.247], [-2.334, 1.187, 0.415], [-1.203, 0.542, 1.656], [1.329, -0.323, 0.066], [1.119, 0.925, -0.139], [2.545, -0.886, -0.102], [2.123, 1.564, -0.466], [-2.383, 0.913, -0.550], [-1.395, -0.794, -1.624]], "mulliken_charge": [0.203, -0.811, 0.377, 0.259, 0.251, 0.519, 0.354, 0.384, 0.406, 0.424, -0.788, 0.704, 0.025, -0.486, -0.741, -0.509, -0.570], "gap_ev": 10.4, "lumo_ev": 0.4172, "smiles": "N[C@H](CN(O)N=O)C(=O)O", "de_lowest_kj_mol": 254.40, "largest_force_ev_per_a": 1.83}

{"formula": "C3H7N3OS", "method": "ωB97M-V/def2-TZVPD", "symbols": ["C", "C", "C", "H", "H", "H", "H", "H", "H", "H", "N", "N", "N", "O", "S"], "positions_angstrom": [[-0.483, 0.897, -0.378], [0.439, -0.324, -0.121], [0.011, -0.993, 1.201], [0.238, 1.985, -3.251], [1.073, 0.708, -2.471], [-1.136, 1.267, 0.366], [1.502, 0.035, 0.024], [-0.381, -1.388, -1.559], [-0.062, -2.057, 1.118], [-0.608, -0.047, 4.379], [0.150, 1.177, -2.585], [-0.546, 1.510, -1.485], [-0.294, -0.299, 2.201], [0.508, -1.331, -1.088], [-0.411, -1.137, 3.651]], "mulliken_charge": [-0.199, 0.141, -0.275, 0.259, 0.220, 0.492, 0.267, 0.401, 0.426, 0.152, -0.431, -0.390, -0.346, -0.551, -0.165], "gap_ev": 9.7, "lumo_ev": 0.7658, "smiles": "N/N=C\\[C@H](O)/C=N/S", "de_lowest_kj_mol": 322.54, "largest_force_ev_per_a": 2.64}

{"formula": "C3H7N3OS", "method": "ωB97M-V/def2-TZVPD", "symbols": ["C", "C", "C", "H", "H", "H", "H", "H", "H", "H", "N", "N", "N", "O", "S"], "positions_angstrom": [[0.535, -0.840, 1.195], [-0.594, -0.033, 0.520], [1.044, 0.316, -1.388], [-0.586, -2.020, 2.204], [1.383, -0.188, 1.411], [0.856, -1.676, 0.560], [-1.835, 0.049, 2.031], [-1.527, 2.189, -1.035], [1.757, -0.116, -0.679], [0.878, 1.126, -3.154], [-1.641, 0.436, 1.091], [-0.272, 0.271, -0.884], [1.511, 0.708, -2.511], [0.006, -1.295, 2.435], [-1.514, 1.072, -1.795]], "mulliken_charge": [-0.755, 0.740, 0.065, 0.326, 0.371, 0.371, 0.272, 0.153, 0.381, 0.242, -0.625, -0.166, -0.615, -0.559, -0.202], "gap_ev": 9.9, "lumo_ev": 0.4440, "smiles": "[H]/N=C\\N(S)/C(CO)=N/[H]", "de_lowest_kj_mol": 208.66, "largest_force_ev_per_a": 1.99}

{"formula": "C3H7N3OS", "method": "ωB97M-V/def2-TZVPD", "symbols": ["C", "C", "C", "H", "H", "H", "H", "H", "H", "H", "N", "N", "N", "O", "S"], "positions_angstrom": [[2.309, -0.009, 0.211], [0.817, 0.281, 0.042], [-1.297, -1.014, -0.020], [3.331, -1.674, 0.473], [3.067, -1.439, -1.110], [2.774, 0.740, -0.426], [2.630, 0.139, 1.238], [0.636, -1.697, 0.072], [-1.619, -2.084, -0.032], [-3.893, 0.331, -0.128], [2.665, -1.373, -0.212], [0.062, -0.849, 0.154], [-2.146, -0.048, -0.035], [-3.394, -0.480, 0.016], [0.324, 1.867, -0.061]], "mulliken_charge": [-0.408, 0.069, -0.157, 0.209, 0.183, 0.317, 0.285, 0.379, 0.309, 0.384, -0.557, -0.119, -0.229, -0.393, -0.273], "gap_ev": 8.4, "lumo_ev": 0.4288, "smiles": "NCC(=S)N/C=N/O", "de_lowest_kj_mol": 261.61, "largest_force_ev_per_a": 3.68}

{"formula": "C3H7N3OS", "method": "ωB97M-V/def2-TZVPD", "symbols": ["C", "C", "C", "N", "N", "N", "O", "S", "H", "H", "H", "H", "H", "H", "H"], "positions_angstrom": [[-0.518, 0.472, -0.482], [-0.027, 0.785, 0.895], [0.202, -1.601, -0.334], [-4.624, 1.039, -1.559], [-4.121, 0.187, -2.116], [-0.328, -0.609, -1.115], [-3.536, -2.184, -2.715], [-3.029, -0.823, -2.907], [-0.717, 1.362, -1.043], [0.942, 0.328, 1.086], [-0.730, 0.389, 1.616], [0.318, 1.901, 1.118], [-0.229, -1.779, 0.664], [0.301, -2.564, -0.831], [1.276, -1.250, -0.175]], "mulliken_charge": [0.164, -1.067, -0.933, -0.100, 0.188, -0.353, -0.521, 0.418, 0.405, 0.337, 0.289, 0.283, 0.296, 0.268, 0.326], "gap_ev": [7.5, 7.6], "lumo_ev": [-0.5705, -0.5700], "de_lowest_kj_mol": 461.09, "largest_force_ev_per_a": 4.20}